Version one
{
  "formula": "C3H14N2O2",
  "method": "wB97M-V/def2-TZVPD",
  "lumo_energy_ev": 0.75,
  "multiplicity": 1,
  "orbital_gap_ev": 9.7,
  "smiles": "CCNCN.O.O",
  "homo_energy_ev": -8.91,
  "elements": ["C", "C", "N", "C", "N", "H", "H", "H", "H", "H", "H", "H", "H", "H", "H", "H", "H", "O", "H", "H", "O"],
  "positions_angstrom": [[-0.482, -2.498, -1.761], [-1.333, -1.523, -0.893], [-1.135, -0.091, -1.172], [0.184, 0.411, -0.853], [0.173, 1.284, 0.327], [0.547, -2.301, -1.460], [-0.714, -3.500, -1.378], [-0.643, -2.602, -2.832], [-1.059, -1.758, 0.127], [-2.371, -1.750, -1.145], [-1.384, 0.041, -2.130], [0.811, -0.422, -0.526], [0.683, 0.870, -1.715], [-0.254, 2.178, 0.150], [1.143, 1.409, 0.589], [2.059, 3.855, 1.821], [2.451, 4.728, 2.994], [2.801, 4.288, 2.230], [-0.669, -1.418, 3.107], [-0.639, -0.223, 2.083], [-0.169, -0.978, 2.436]]
}

---

Version two
{
  "formula": "C3H14N2O2",
  "method": "wB97M-V/def2-TZVPD",
  "lumo_energy_ev": 0.59,
  "multiplicity": 1,
  "orbital_gap_ev": 10.5,
  "smiles": "NCCCN.O.O",
  "homo_energy_ev": -9.96,
  "elements": ["C", "C", "C", "N", "N", "H", "H", "H", "H", "H", "H", "H", "H", "H", "H", "H", "H", "O", "H", "H", "O"],
  "positions_angstrom": [[-1.258, 2.439, 0.916], [-1.076, 0.832, 0.662], [0.046, 0.058, 1.288], [1.086, -0.415, 0.339], [-2.658, 2.859, 0.365], [-0.360, 2.656, 0.444], [-1.177, 2.708, 1.894], [-1.012, 0.647, -0.435], [-2.089, 0.572, 0.969], [0.604, 0.737, 1.868], [-0.176, -0.747, 2.091], [1.274, -1.409, 0.726], [2.027, 0.052, 0.588], [-2.563, 3.893, 0.174], [-2.773, 2.403, -0.485], [0.743, -1.184, -1.431], [0.157, -2.547, -2.150], [0.834, -1.875, -2.174], [3.207, -3.865, -2.485], [2.363, -3.477, -1.433], [2.800, -4.337, -1.731]]
}

---

Version three
{
  "formula": "C3H14N2O2",
  "method": "wB97M-V/def2-TZVPD",
  "lumo_energy_ev": 0.55,
  "multiplicity": 1,
  "orbital_gap_ev": 9.1,
  "smiles": "CNCCN.O.O",
  "homo_energy_ev": -8.54,
  "elements": ["N", "C", "C", "N", "C", "H", "H", "H", "H", "H", "H", "H", "H", "H", "H", "H", "H", "O", "H", "H", "O"],
  "positions_angstrom": [[0.269, 1.121, 2.335], [0.070, 1.150, 0.845], [1.087, 0.284, 0.118], [0.467, -0.923, -0.410], [1.252, -2.097, -0.698], [-0.627, 1.068, 2.794], [0.784, 1.932, 2.641], [-0.926, 0.727, 0.748], [0.046, 2.201, 0.549], [1.507, 0.860, -0.713], [1.959, 0.070, 0.725], [-0.073, -0.641, -1.221], [2.164, -1.878, -1.285], [1.542, -2.644, 0.193], [0.702, -2.714, -1.408], [-2.388, -1.087, 0.876], [-2.031, -2.071, -0.173], [-2.799, -1.771, 0.330], [-0.318, 1.973, -3.053], [-0.438, 2.469, -1.547], [0.086, 1.971, -2.178]]
}

---

Version four
{
  "formula": "C3H14N2O2",
  "method": "wB97M-V/def2-TZVPD",
  "lumo_energy_ev": 0.79,
  "multiplicity": 1,
  "orbital_gap_ev": 9.9,
  "smiles": "NCCCN.O.O",
  "homo_energy_ev": -9.13,
  "elements": ["N", "C", "C", "C", "N", "H", "H", "H", "H", "H", "H", "H", "H", "H", "H", "H", "H", "O", "H", "H", "O"],
  "positions_angstrom": [[-2.894, -0.222, 1.138], [-2.023, -0.728, 0.038], [-0.974, 0.361, -0.189], [-0.189, 0.199, -1.459], [0.973, 1.131, -1.435], [-3.588, -0.848, 1.540], [-2.248, 0.035, 1.871], [-1.609, -1.701, 0.290], [-2.621, -0.853, -0.928], [-0.275, 0.347, 0.659], [-1.538, 1.292, -0.118], [0.294, -0.805, -1.514], [-0.852, 0.424, -2.294], [0.866, 1.941, -2.050], [1.801, 0.708, -1.856], [2.828, 0.698, 1.210], [1.781, 1.285, 0.129], [1.930, 1.021, 1.080], [2.776, -1.960, 1.255], [1.984, -0.671, 0.658], [2.207, -1.638, 0.554]]
}

---

Stability summary: most stable version four, least stable version two.

---

Version one
{
  "formula": "CHF2OS2",
  "method": "wB97M-V/def2-TZVPD",
  "lumo_energy_ev": [2.74, 2.50],
  "multiplicity": 1,
  "orbital_gap_ev": [5.8, 5.2],
  "homo_energy_ev": [-3.07, -2.68],
  "total_charge": -1,
  "elements": ["C", "O", "F", "F", "S", "S", "H"],
  "positions_angstrom": [[1.027, 0.754, 0.093], [-2.712, -0.745, -0.499], [0.707, 1.930, -0.405], [1.430, 0.948, 1.385], [1.224, -2.186, 0.417], [0.477, -0.718, -0.525], [-2.153, 0.017, -0.466]]
}

---

Version two
{
  "formula": "CHF2OS2",
  "method": "wB97M-V/def2-TZVPD",
  "lumo_energy_ev": [3.44, 2.61],
  "multiplicity": 1,
  "orbital_gap_ev": [7.6, 5.6],
  "homo_energy_ev": [-4.21, -2.94],
  "total_charge": -1,
  "elements": ["C", "O", "F", "F", "S", "S", "H"],
  "positions_angstrom": [[1.415, -0.385, -0.046], [-2.666, -0.468, 0.000], [1.553, -1.618, 0.425], [2.132, -0.294, -1.231], [0.305, 2.250, -0.348], [-0.019, 0.502, 0.385], [-2.719, 0.015, 0.815]]
}

---

Stability summary: most stable version two, least stable version one.

---

Version one
{
  "formula": "C2H8N2O",
  "method": "wB97M-V/def2-TZVPD",
  "lumo_energy_ev": 0.71,
  "multiplicity": 1,
  "orbital_gap_ev": 9.9,
  "smiles": "C=O.NCN",
  "homo_energy_ev": -9.24,
  "elements": ["O", "C", "H", "H", "N", "C", "N", "H", "H", "H", "H", "H", "H"],
  "positions_angstrom": [[3.073, 2.248, 0.208], [2.488, 2.605, 1.195], [2.044, 3.580, 1.510], [2.397, 1.825, 1.969], [-1.405, -2.660, -0.934], [-1.819, -1.222, -0.956], [-1.883, -0.527, 0.304], [-0.390, -2.636, -0.866], [-1.658, -3.040, -0.023], [-2.724, -1.090, -1.545], [-1.144, -0.714, -1.685], [-1.110, -0.811, 0.888], [-2.771, -0.836, 0.684]]
}

---

Version two
{
  "formula": "C2H8N2O",
  "method": "wB97M-V/def2-TZVPD",
  "lumo_energy_ev": 1.05,
  "multiplicity": 1,
  "orbital_gap_ev": 10.6,
  "smiles": "[H]/N=C/N.CO",
  "homo_energy_ev": -9.54,
  "elements": ["C", "O", "H", "H", "H", "N", "C", "N", "H", "H", "H", "H", "H"],
  "positions_angstrom": [[0.684, 2.240, 0.443], [0.846, 1.000, -0.233], [-0.215, 2.201, 1.063], [1.592, 2.379, 1.037], [0.680, 3.067, -0.262], [-1.320, -0.743, -0.795], [-0.808, -1.802, -0.313], [0.501, -1.917, 0.050], [0.036, 0.763, -0.725], [-2.305, -0.898, -0.981], [-1.375, -2.732, -0.208], [0.685, -2.528, 0.829], [0.998, -1.030, 0.097]]
}

---

Version three
{
  "formula": "C2H8N2O",
  "method": "wB97M-V/def2-TZVPD",
  "lumo_energy_ev": 0.80,
  "multiplicity": 1,
  "orbital_gap_ev": 10.4,
  "smiles": "NC=O.CN",
  "homo_energy_ev": -9.64,
  "elements": ["C", "N", "H", "H", "H", "H", "H", "C", "N", "O", "H", "H", "H"],
  "positions_angstrom": [[-0.957, 0.910, 1.413], [-0.779, -0.535, 1.089], [-0.879, 1.097, 2.483], [-1.967, 1.219, 1.138], [-0.247, 1.522, 0.857], [-0.386, -0.932, 1.930], [-1.693, -0.932, 0.936], [1.546, 0.127, -1.756], [0.716, -0.926, -1.569], [2.550, 0.143, -2.421], [1.184, 1.009, -1.195], [-0.033, -0.912, -0.895], [0.946, -1.789, -2.009]]
}

---

Stability summary: most stable version three, least stable version one.

---

Version one
{
  "formula": "C3H7OP",
  "method": "wB97M-V/def2-TZVPD",
  "lumo_energy_ev": 1.00,
  "multiplicity": 1,
  "orbital_gap_ev": 10.4,
  "smiles": "C=C[P@H](C)=O",
  "homo_energy_ev": -9.43,
  "elements": ["C", "C", "C", "O", "P", "H", "H", "H", "H", "H", "H", "H"],
  "positions_angstrom": [[2.264, 0.397, 0.484], [1.418, 0.372, -0.497], [-1.634, -0.062, -1.161], [-1.124, 1.882, 0.817], [-0.713, 0.592, 0.260], [3.354, 0.344, 0.410], [1.968, 0.515, 1.570], [1.543, 0.466, -1.529], [-2.707, -0.008, -1.138], [-1.357, 0.544, -2.054], [-1.370, -1.013, -1.388], [-0.708, -0.291, 1.405]]
}

---

Version two
{
  "formula": "C3H7OP",
  "method": "wB97M-V/def2-TZVPD",
  "lumo_energy_ev": -0.31,
  "multiplicity": 1,
  "orbital_gap_ev": 8.9,
  "smiles": "CP=O.C=C",
  "homo_energy_ev": -9.24,
  "elements": ["C", "C", "C", "O", "P", "H", "H", "H", "H", "H", "H", "H"],
  "positions_angstrom": [[-1.168, -1.266, -0.803], [-1.437, -1.608, 0.441], [1.536, 1.547, -0.312], [0.670, 0.828, 2.108], [0.162, 1.587, 0.969], [-0.155, -1.181, -1.164], [-1.946, -1.060, -1.519], [-2.449, -1.701, 0.799], [-0.658, -1.817, 1.155], [1.133, 1.565, -1.322], [2.150, 2.439, -0.185], [2.159, 0.666, -0.165]]
}

---

Stability summary: most stable version two, least stable version one.